1.
{"formula": "C37H38FN9O3S6SeTi", "method": "ωB97M-V/def2-TZVPD", "relative_energy_ev": 2.3387, "s_squared": 2.06, "multiplicity": 3, "charge": 0, "energy_ha": -7891.1999, "homo_energy_ev": [-4.82, -5.77], "species": ["Ti", "C", "C", "N", "N", "C", "N", "S", "C", "C", "C", "C", "C", "N", "H", "H", "H", "H", "H", "H", "H", "H", "H", "F", "C", "C", "C", "C", "O", "C", "C", "N", "C", "C", "C", "C", "C", "C", "N", "C", "C", "N", "C", "C", "C", "O", "O", "H", "H", "H", "H", "H", "H", "H", "H", "H", "H", "H", "H", "H", "H", "H", "H", "H", "H", "C", "N", "C", "Se", "N", "C", "C", "C", "C", "C", "C", "H", "H", "H", "H", "H", "H", "H", "H", "C", "S", "C", "C", "S", "S", "C", "S", "S", "H", "H", "H"], "coordinates": [[-1.129948, 1.371526, 1.406018], [0.271056, 4.997532, 3.323730], [-0.284966, 3.973580, 2.388861], [-0.465564, 2.714086, 2.726065], [-0.274062, 2.420427, 4.062119], [0.016702, 1.155213, 4.265804], [0.175242, 0.790153, 5.571109], [0.300832, -0.011424, 3.028217], [-0.629128, 4.284715, 1.038154], [-0.381284, 5.529479, 0.444596], [-0.685024, 5.722390, -0.878135], [-1.250880, 4.671466, -1.607917], [-1.491784, 3.484556, -0.960931], [-1.209395, 3.280379, 0.340101], [0.476460, 4.534311, 4.281241], [-0.437873, 5.819819, 3.474234], [1.198035, 5.419065, 2.924834], [-0.223361, 1.400158, 6.267079], [0.159596, -0.194508, 5.758680], [0.067626, 6.317639, 1.036409], [-0.484382, 6.673217, -1.357054], [-1.512394, 4.779792, -2.653106], [-1.961143, 2.661158, -1.479100], [5.106576, -0.326352, 0.915637], [4.118247, -0.666304, 0.045630], [2.895025, -0.055301, 0.196503], [1.816053, -0.433373, -0.627619], [0.548206, 0.137865, -0.454757], [0.421316, 1.152031, 0.390082], [-0.548729, -0.392632, -1.211061], [-0.310513, -1.333864, -2.149157], [0.952220, -1.812361, -2.418795], [1.154657, -2.708297, -3.525650], [0.441340, -2.427749, -4.807676], [1.922685, -2.205943, -4.714000], [2.039754, -1.417882, -1.634225], [3.304616, -1.943041, -1.813040], [4.372374, -1.591936, -0.941053], [5.648905, -2.208886, -1.171041], [6.856143, -1.703455, -0.529043], [8.066894, -2.296044, -1.321112], [7.497208, -2.842119, -2.603709], [6.702189, -4.084497, -2.309124], [5.691492, -3.671260, -1.204807], [-1.970661, 0.095941, -1.096489], [-2.781716, -0.191864, -1.953614], [-2.241784, 0.866586, -0.064213], [2.736110, 0.673530, 0.979026], [-1.127932, -1.747928, -2.722386], [1.293804, -3.747703, -3.244082], [-0.198149, -1.553770, -4.841513], [0.081098, -3.271857, -5.380181], [2.278088, -1.182612, -4.668899], [2.583765, -2.894625, -5.230704], [3.494650, -2.627672, -2.632775], [6.937218, -1.995855, 0.518162], [6.860423, -0.620557, -0.577337], [8.540539, -3.116252, -0.792202], [8.812473, -1.544836, -1.552928], [8.176638, -2.958696, -3.343521], [6.760957, -2.163227, -2.845323], [7.379265, -4.867272, -1.979995], [6.213053, -4.392584, -3.229365], [6.012103, -4.075836, -0.237039], [4.706488, -4.066537, -1.418922], [-5.802539, -0.069637, 1.745085], [-5.458821, 1.100340, 0.942790], [-4.578140, 2.058557, 1.288430], [-3.558056, 2.236111, 2.825701], [-4.580447, 2.953148, 0.277607], [-5.397002, 2.533447, -0.768452], [-5.698425, 3.083453, -2.003073], [-6.593819, 2.383875, -2.801868], [-7.161216, 1.179727, -2.371228], [-6.854351, 0.641427, -1.129075], [-5.963261, 1.347059, -0.340367], [-5.567518, 0.142178, 2.781128], [-5.225511, -0.931592, 1.424438], [-6.870942, -0.260884, 1.642084], [-3.932317, 3.717218, 0.270643], [-5.248698, 4.014782, -2.331525], [-6.854929, 2.774875, -3.777901], [-7.851388, 0.655279, -3.020370], [-7.279428, -0.300151, -0.802530], [-0.668811, -3.794210, 1.512190], [-0.370004, -3.647777, 3.286585], [-1.731624, -2.726255, 3.928703], [-2.464184, -1.707001, 3.434335], [-2.485821, -0.984496, 1.843294], [-3.639733, -1.078001, 4.585032], [-3.329389, -2.104846, 5.921184], [-4.130637, -2.046006, 7.363470], [-2.073806, -3.224071, 5.574141], [0.150853, -4.423476, 1.153488], [-0.643121, -2.823308, 1.029839], [-1.624367, -4.279466, 1.317526]], "forces_ev_per_angstrom": [[-1.560, -1.818, 1.590], [-0.147, 0.165, -0.039], [0.173, -0.494, 0.664], [0.935, 1.634, 1.338], [-0.264, 0.207, -0.410], [0.330, -0.259, -0.022], [-0.038, 0.073, -0.150], [-0.080, 0.554, 0.590], [-0.228, -0.053, -0.565], [0.120, 0.144, 0.206], [-0.068, -0.010, -0.243], [0.013, 0.252, 0.043], [-0.134, -0.185, 0.367], [0.292, 0.556, -0.204], [0.007, 0.003, 0.034], [0.078, -0.070, -0.020], [-0.036, 0.005, -0.012], [-0.006, -0.010, -0.044], [-0.030, -0.127, 0.054], [-0.042, -0.045, -0.059], [-0.008, -0.012, 0.043], [0.045, -0.016, 0.068], [0.015, -0.133, 0.033], [0.101, 0.015, 0.096], [-0.130, 0.063, 0.058], [0.099, 0.104, 0.074], [0.133, -0.220, -0.053], [-0.278, 0.482, 0.313], [0.988, -0.725, -1.859], [-0.092, 0.257, 0.099], [0.111, -0.177, -0.074], [0.142, 0.123, -0.126], [-0.012, 0.061, 0.274], [-0.111, 0.054, -0.095], [0.148, 0.037, -0.121], [-0.057, -0.106, -0.030], [0.038, -0.089, -0.105], [0.142, -0.114, -0.124], [0.035, -0.190, -0.098], [-0.058, -0.134, -0.428], [-0.378, 0.065, 0.061], [-0.099, -0.184, 0.570], [-0.109, 0.139, 0.160], [0.196, 0.217, 0.119], [-0.017, 0.405, 0.545], [-0.228, -0.034, -0.109], [-0.283, -0.447, -1.983], [-0.014, -0.062, 0.014], [0.080, 0.058, -0.038], [0.014, -0.023, 0.005], [0.078, -0.062, 0.007], [0.009, 0.013, 0.057], [-0.065, -0.076, 0.036], [-0.082, 0.041, 0.070], [-0.022, 0.036, 0.104], [0.026, -0.028, 0.116], [0.018, 0.071, -0.040], [0.055, -0.112, -0.030], [0.062, 0.077, -0.080], [0.152, -0.056, -0.116], [-0.074, 0.168, -0.191], [0.097, 0.007, -0.035], [-0.019, 0.049, -0.070], [-0.019, -0.033, 0.022], [-0.071, -0.028, -0.053], [-0.145, 0.187, -0.198], [-0.078, -0.485, 0.015], [-0.276, -0.022, -0.058], [-0.228, 0.236, -0.179], [0.039, 0.051, -0.375], [0.306, 0.387, 0.196], [0.009, 0.045, -0.112], [0.057, -0.004, 0.079], [0.039, 0.040, 0.064], [-0.093, -0.115, -0.095], [0.084, -0.293, 0.543], [0.044, 0.044, 0.079], [0.072, -0.032, -0.043], [-0.004, 0.056, 0.011], [0.091, 0.167, -0.006], [-0.062, -0.091, 0.022], [0.022, -0.018, 0.053], [0.039, 0.021, 0.024], [0.029, 0.079, -0.015], [-0.039, -0.116, 0.052], [0.022, 0.124, -0.087], [0.201, -0.128, 0.061], [0.050, -0.050, -0.209], [0.031, -0.250, 0.050], [-0.091, 0.188, -0.136], [0.014, 0.007, 0.052], [0.010, 0.021, 0.015], [0.040, -0.140, 0.031], [-0.103, 0.025, 0.019], [-0.004, 0.039, -0.031], [0.049, 0.025, -0.025]], "mulliken_charge": [-1.28, -1.96, 0.45, 1.63, -1.41, 0.27, -0.45, -0.29, 0.88, -0.89, -0.61, -1.02, -0.52, 0.79, 0.40, 0.35, 0.36, 0.25, 0.25, 0.46, 0.40, 0.51, 0.49, -0.39, 0.28, -0.72, 1.33, 1.22, -0.45, 0.26, -0.67, 0.43, -0.46, -0.93, -0.43, -0.91, -0.47, -1.51, 0.36, -0.80, -0.63, -0.14, -0.74, -0.66, -0.23, -0.79, 1.07, 0.56, 0.85, 0.47, 0.34, 0.25, 0.23, 0.28, 0.70, 0.51, 0.47, 0.29, 0.35, 0.29, 0.36, 0.35, 0.42, 0.32, 0.50, -1.23, 0.30, -0.44, -0.15, 0.23, 0.56, -0.88, -0.54, -0.68, -0.70, 0.85, 0.36, 0.33, 0.39, 0.24, 0.43, 0.38, 0.39, 0.41, -0.28, -0.13, 0.28, -0.33, -0.37, 0.08, -0.06, -0.28, -0.19, 0.34, -0.27, 0.32]}

2.
{"formula": "C5H5NO", "method": "ωB97M-V/def2-TZVPD", "relative_energy_ev": 5.5022, "multiplicity": 1, "smiles": "[O-][N+]#C[C@@H]1[C@H]2C[C@@H]12", "charge": 0, "energy_ha": -323.3175, "homo_energy_ev": -9.20, "species": ["C", "C", "C", "C", "C", "N", "O", "H", "H", "H", "H", "H"], "coordinates": [[-0.599265, 0.496620, -1.731350], [-0.983289, 0.413449, -0.284096], [0.417617, 0.435940, 0.331480], [0.726919, -0.170113, 1.533468], [0.031120, -0.512379, -0.764865], [1.071993, -0.751744, 2.436723], [1.323073, -1.288851, 3.448260], [-1.328901, 0.154755, -2.575075], [0.005150, 1.299795, -2.051265], [-1.992799, 0.242837, 0.280412], [1.034425, 1.213426, 0.025818], [0.293956, -1.533735, -0.649509]], "forces_ev_per_angstrom": [[-1.156, -1.865, -0.606], [-2.250, -0.683, 1.974], [-1.574, 0.248, -2.603], [-0.560, 0.769, -0.730], [0.021, 0.633, -0.700], [-0.216, -0.063, 0.621], [0.988, -1.587, 2.484], [1.294, 0.337, 2.018], [0.677, 0.978, -0.280], [2.173, 0.406, -1.371], [1.105, 1.627, -0.245], [-0.501, -0.799, -0.562]], "mulliken_charge": [-0.47, -0.15, -0.44, 0.11, -0.36, 0.60, -0.72, 0.22, 0.19, 0.27, 0.36, 0.38]}

3.
{"formula": "C22H49N2OP3PmSe", "method": "ωB97M-V/def2-TZVPD", "relative_energy_ev": 2.9249, "s_squared": 6.01, "multiplicity": 5, "charge": 3, "energy_ha": -5085.2233, "homo_energy_ev": [-15.65, -15.65], "species": ["Pm", "P", "P", "P", "H", "C", "C", "H", "C", "C", "C", "C", "C", "C", "C", "C", "C", "H", "H", "H", "H", "H", "H", "H", "H", "H", "H", "H", "H", "H", "H", "H", "H", "H", "H", "H", "H", "H", "H", "H", "H", "H", "H", "H", "H", "H", "C", "C", "C", "C", "C", "C", "Se", "H", "H", "H", "H", "H", "H", "C", "N", "C", "C", "O", "N", "C", "C", "H", "H", "H", "H", "H", "H", "H", "H", "H", "H", "H", "H"], "coordinates": [[-0.064805, -0.441737, 0.249183], [0.238138, 2.235037, 1.312992], [-2.728696, 0.474183, -0.374766], [2.716786, -0.268407, -0.418771], [-1.473089, -3.302420, -8.752251], [-0.610861, -3.956686, -8.564971], [-0.772775, -5.217002, -8.133746], [-1.770945, -5.636512, -7.952072], [0.386296, 3.841957, 0.456631], [-1.103244, 2.633284, 2.505231], [1.698876, 2.330373, 2.418797], [-3.383619, -0.607908, -1.716463], [-4.089020, 0.333301, 0.847303], [-3.162346, 2.108446, -1.088656], [3.011826, -1.499095, -1.760743], [3.961554, -0.812770, 0.809950], [3.622243, 1.156436, -1.132936], [0.384295, -3.555388, -8.799554], [0.083862, -5.887926, -7.986818], [0.426003, 4.638820, 1.208338], [-0.473412, 3.997461, -0.205032], [1.299545, 3.860201, -0.149172], [-0.781588, 3.485591, 3.123539], [-1.307904, 1.775485, 3.160412], [-2.030176, 2.893795, 1.971790], [1.639839, 3.264259, 2.997301], [2.625744, 2.319195, 1.827168], [1.719824, 1.482289, 3.116892], [-4.482764, -0.612175, -1.667711], [-3.006659, -1.629117, -1.570544], [-3.045176, -0.249615, -2.697814], [-4.954397, 0.924390, 0.514313], [-3.753608, 0.712877, 1.822319], [-4.383305, -0.717418, 0.964951], [-4.257210, 2.157691, -1.181778], [-2.687115, 2.219408, -2.071684], [-2.814615, 2.920801, -0.436702], [4.089192, -1.716152, -1.814937], [2.653297, -1.108134, -2.722274], [2.459232, -2.420886, -1.537312], [4.962989, -0.738657, 0.360275], [3.769450, -1.849195, 1.115458], [3.918405, -0.173157, 1.701760], [4.697099, 0.922108, -1.147217], [3.450759, 2.051778, -0.521854], [3.256556, 1.352543, -2.148594], [0.132759, 0.176005, -3.975348], [-0.308489, -1.159591, -3.975418], [-0.345605, -1.901492, -5.145106], [0.043201, -1.320792, -6.357789], [0.471976, 0.018602, -6.384889], [0.522100, 0.762360, -5.207921], [0.178982, 1.197321, -2.398189], [-0.242333, -1.854480, -1.043303], [-0.612944, -1.610890, -3.032595], [-0.682071, -2.940047, -5.121523], [0.002857, -1.916006, -7.267018], [0.766687, 0.478785, -7.324647], [0.854635, 1.802069, -5.218992], [2.145333, -2.070016, 3.780360], [1.070138, -1.179656, 4.227667], [1.312776, -0.438304, 5.461851], [-0.085349, -1.162422, 3.528761], [-0.035264, -1.345206, 2.242924], [-1.304308, -1.011665, 4.085645], [-1.552459, -0.573661, 5.455397], [-2.438389, -1.680355, 3.435633], [2.141660, -3.005191, 4.362292], [3.113651, -1.579958, 3.918711], [2.023367, -2.316790, 2.724335], [0.850996, 0.561698, 5.425399], [0.964076, -0.982444, 6.352070], [2.394313, -0.285846, 5.551865], [-2.626438, -0.397149, 5.550199], [-1.247372, -1.326047, 6.199516], [-1.044609, 0.379266, 5.668021], [-3.368619, -1.174703, 3.718153], [-2.348303, -1.664232, 2.342565], [-2.506936, -2.737721, 3.752241]], "forces_ev_per_angstrom": [[-0.306, -0.660, 1.332], [0.078, 1.457, 0.487], [-1.804, 0.438, -0.869], [1.954, -0.142, -1.198], [0.345, -0.307, 0.025], [-0.113, -0.461, 0.232], [0.089, 0.481, -0.146], [0.479, 0.215, -0.080], [-0.003, -0.135, -0.218], [-0.124, -0.195, 0.015], [0.105, -0.220, 0.036], [0.271, -0.275, 0.160], [0.262, -0.128, 0.606], [0.370, 0.172, 0.201], [-0.280, -0.190, 0.236], [-0.278, -0.097, 0.548], [-0.309, 0.324, 0.227], [-0.379, -0.233, 0.036], [-0.412, 0.328, -0.079], [0.003, -0.069, -0.236], [0.149, 0.084, 0.122], [-0.149, 0.087, 0.099], [-0.192, -0.232, -0.202], [0.005, 0.174, -0.100], [0.285, -0.042, 0.196], [0.123, -0.259, -0.177], [-0.224, 0.056, 0.215], [0.020, 0.158, -0.139], [0.351, 0.038, -0.142], [-0.222, 0.158, -0.114], [-0.146, -0.082, 0.232], [0.271, -0.256, 0.040], [-0.224, -0.075, -0.186], [0.052, 0.250, 0.008], [0.401, 0.082, -0.132], [-0.178, 0.090, 0.131], [-0.177, -0.105, -0.200], [-0.337, 0.094, -0.076], [0.143, -0.105, 0.231], [0.213, 0.130, -0.136], [-0.352, -0.063, 0.097], [0.104, 0.237, -0.068], [0.092, -0.163, -0.191], [-0.372, 0.147, -0.131], [0.188, -0.098, -0.200], [0.179, 0.032, 0.161], [0.099, 1.553, 1.962], [-0.561, -2.008, -0.203], [-0.230, -0.101, 1.117], [0.052, 0.224, 0.102], [0.257, 1.075, 0.739], [0.332, 0.409, -1.754], [0.095, -1.126, -2.217], [-0.032, -0.670, -1.016], [0.099, 0.027, -0.088], [0.092, 0.328, -0.036], [0.015, 0.088, 0.070], [-0.040, -0.073, 0.184], [-0.086, -0.306, -0.085], [0.311, -0.107, -0.177], [-0.232, 0.327, -0.508], [0.023, 0.165, 0.644], [-0.093, -0.268, 0.055], [0.034, -0.316, 0.834], [0.272, 0.215, -0.494], [0.079, 0.105, 0.698], [-0.437, -0.140, -0.360], [-0.040, 0.334, -0.120], [-0.169, -0.060, -0.009], [-0.026, 0.012, 0.257], [0.291, -0.518, 0.007], [0.232, 0.282, -0.239], [-0.260, -0.103, -0.034], [0.225, -0.097, 0.045], [-0.213, 0.246, -0.246], [-0.392, -0.513, -0.079], [0.279, -0.107, -0.068], [-0.006, 0.028, 0.415], [0.083, 0.455, -0.050]], "mulliken_charge": [0.23, 0.91, 0.84, 0.66, 0.31, -0.58, -0.42, 0.25, -1.36, -1.04, -1.00, -1.20, -1.36, -1.22, -1.11, -1.30, -1.12, 0.26, 0.25, 0.47, 0.35, 0.37, 0.51, 0.08, 0.33, 0.50, 0.29, 0.08, 0.47, 0.34, 0.31, 0.51, 0.26, 0.46, 0.49, 0.34, 0.28, 0.44, 0.29, 0.35, 0.55, 0.40, 0.29, 0.46, 0.28, 0.35, 0.45, 0.05, -0.86, 0.22, -0.87, -0.30, 0.37, -0.15, 0.24, 0.47, 0.12, 0.44, 0.50, -0.99, 0.30, -1.06, 0.42, -0.55, 0.37, -0.94, -0.97, 0.33, 0.41, 0.19, 0.39, 0.36, 0.34, 0.30, 0.36, 0.34, 0.40, 0.14, 0.30]}